# 1
The following is a quantum chemistry calculation of 10 unconnected molecules or ions with the total composition C5H28N2O10 in a non-equilibrium geometry, from the OMol25 dataset.

Computed properties:
SMILES: C=CC[C@H](N)C(N)=O.O.O.O.O.O.O.O.O.O
Spin multiplicity: 1
ΔE to the lowest compared entry with this formula, charge and spin, kcal/mol: 70.53
HOMO, eV: -9.180
Calculated total energy, eV: -29094.3172
Net charge: 0

The geometry in XYZ format:
```
45
Properties=species:S:1:pos:R:3:forces:R:3
O -0.159525 -2.538995 1.569675 1.143 -0.643 -0.686
O 0.907170 -2.637928 -1.029961 0.115 -0.091 0.242
O 4.693392 -0.887875 -0.218276 0.745 -0.537 -0.444
O -2.568768 -2.607732 0.444791 0.030 -0.316 -0.532
O 2.223767 -0.555649 -3.353154 -0.435 -0.009 -1.517
O 3.476639 -3.138473 -1.855252 0.863 0.323 0.104
O 1.343954 2.341518 0.350786 0.404 0.031 0.900
O 0.696694 -0.686923 4.415969 -0.095 -0.866 -0.050
O -1.806559 -1.812677 -2.071220 0.280 -0.643 0.585
O -4.171914 0.266482 1.828212 -0.310 -0.020 -0.231
N 0.623132 0.581380 -0.815431 0.328 -0.086 0.368
N -1.232818 1.084547 1.980338 1.058 0.414 1.124
C -0.617958 4.411954 -1.370033 -0.043 0.447 0.890
C -1.502487 3.741353 -0.648688 0.043 -2.033 1.511
C 0.457113 1.537224 0.162125 -0.682 -0.232 -2.465
C -0.962699 1.739435 0.702174 -1.305 -0.314 0.177
C -1.233935 3.220506 0.788269 0.329 1.571 -0.303
H -2.113076 3.405865 1.413790 0.050 -0.184 -0.025
H 3.729257 -2.502724 -2.538214 -0.500 -0.101 -0.289
H -1.674885 -2.800219 0.813445 -0.617 0.719 0.310
H 0.444232 -2.207007 0.873510 -0.448 0.597 0.038
H 2.576110 -0.259821 -4.209054 0.882 0.300 0.527
H -4.936618 0.398458 1.257427 -0.026 -0.117 0.011
H -2.942236 -1.836501 0.884812 0.206 -0.014 0.348
H 4.442603 -0.848326 0.705312 -0.475 0.278 -0.070
H -0.958209 0.099852 1.956248 -0.109 0.247 0.002
H -2.374070 3.109584 -0.899751 0.247 1.057 -1.298
H 1.364930 -0.780220 -3.749220 -0.354 -0.288 1.041
H 0.103828 -3.462247 1.418536 -0.356 -0.151 0.688
H 0.066072 -0.225499 -1.043668 -0.555 0.182 0.422
H 4.007010 -0.543905 -0.794383 -0.346 0.220 0.481
H 0.368271 -2.636486 -1.827190 -0.139 0.061 0.045
H 1.537171 -0.294317 4.652143 -0.165 0.512 -0.021
H -1.800991 1.429599 0.044423 1.009 -0.781 -0.206
H -0.623716 4.626246 -2.418242 -0.467 -0.031 -0.426
H -1.915840 -1.908157 -1.090299 -0.235 0.302 -0.393
H 4.136011 -2.894815 -1.182443 -0.268 -0.237 0.217
H 0.025547 -0.026097 4.244545 0.274 0.359 0.128
H -0.635062 1.545586 2.698862 -0.499 -0.535 -0.651
H 1.519365 0.553241 -1.275208 0.110 0.153 0.129
H -2.036164 -2.728224 -2.290096 -0.074 0.275 -0.410
H 1.806020 -2.928803 -1.278232 -0.075 0.175 -0.206
H 0.196042 4.875767 -0.810743 0.059 -0.283 -0.210
H -0.367480 3.689588 1.243220 0.068 0.351 0.095
H -4.109327 1.091424 2.320142 0.335 -0.061 0.049
```
Positions in Å, forces in eV/Å.



# 2
The following is a quantum chemistry calculation of a single C18H25N3O2S molecule, from the OMol25 dataset.

Computed properties:
SMILES: COc1cccc(NC(=S)N(CCN(C)C)[C@H](C)c2ccco2)c1
Spin multiplicity: 1
ΔE to the lowest compared entry with this formula, charge and spin, kcal/mol: 57.61
HOMO, eV: -7.915
Calculated total energy, eV: -38471.2286
Net charge: 0

The geometry in XYZ format:
```
49
Properties=species:S:1:pos:R:3:forces:R:3
S -1.522230 -2.358625 -0.621023 -0.335 -0.611 -0.244
O 2.869199 -1.371791 -1.659721 -0.481 -0.022 -0.245
O -6.234950 -0.858511 -0.029912 -0.013 0.294 -0.091
N -1.495450 0.262152 -0.152535 0.751 0.355 0.182
N 2.870756 1.857584 0.296742 -0.046 0.112 -0.068
N 0.475203 -0.864797 0.212426 -0.420 0.203 -0.100
C 1.319586 -2.054417 0.093254 0.175 -0.298 -0.178
C -3.182823 1.835237 -0.744270 0.232 -0.138 0.009
C 1.052258 0.298302 0.852308 0.016 0.343 0.007
C 4.167632 -1.076202 -1.832113 0.825 0.112 0.268
C -5.963553 -2.190632 0.340359 0.056 -0.225 0.074
C 4.844874 -1.190285 -0.659834 -0.109 0.112 -0.546
C 1.329190 -2.846719 1.399663 -0.012 0.100 -0.274
C -3.857224 -0.374576 -0.064821 -0.233 -0.241 0.151
C -5.513184 1.268835 -0.670830 -0.136 -0.146 0.027
C 3.885894 -1.583520 0.304185 -0.624 -0.164 -0.244
C 2.734307 2.763228 1.418800 0.046 -0.094 -0.053
C -4.510475 2.185499 -0.908045 -0.079 -0.101 0.055
C 2.695426 -1.682033 -0.355687 0.291 -0.207 0.846
C -5.187941 -0.020815 -0.247256 0.138 0.361 -0.057
C -0.828791 -0.925957 -0.161123 0.109 -0.180 -0.041
C -2.851591 0.546189 -0.334107 -0.585 0.191 -0.118
C 1.585939 1.350179 -0.144869 0.225 -0.197 0.131
C 3.613397 2.472998 -0.783339 -0.047 -0.047 0.010
H 4.068559 -1.773620 1.341493 -0.064 -0.059 0.258
H 1.728878 0.863319 -1.111817 -0.052 0.024 0.048
H 1.908300 -0.046350 1.435074 -0.085 0.098 0.005
H 1.964126 -3.721474 1.296940 0.090 -0.105 0.041
H 3.725594 3.060353 1.755983 0.009 0.052 0.091
H -4.762842 3.184667 -1.229987 -0.026 0.077 -0.027
H -5.484315 -2.243670 1.323204 0.000 -0.002 -0.047
H -3.588018 -1.358238 0.274159 -0.044 -0.006 -0.001
H 0.858023 -2.670869 -0.688814 0.154 0.146 0.202
H 0.860372 2.174528 -0.289026 0.008 -0.004 -0.034
H 4.483153 -0.811382 -2.822074 -0.054 0.012 -0.166
H -5.330898 -2.692029 -0.397807 -0.001 0.024 0.027
H 3.765620 1.741331 -1.575014 0.031 0.026 -0.055
H 4.587627 2.781181 -0.408136 0.071 0.052 -0.043
H 5.888377 -1.017358 -0.496656 0.240 0.053 -0.047
H -6.931994 -2.686399 0.385264 0.088 -0.003 0.014
H 0.322028 0.733481 1.541981 0.065 -0.092 -0.014
H 3.105182 3.354470 -1.204711 -0.004 0.052 -0.016
H 2.165255 3.671189 1.161030 -0.035 0.033 -0.002
H 1.694426 -2.239597 2.224098 0.089 0.063 0.134
H -6.551851 1.524043 -0.803266 -0.136 0.034 -0.025
H -0.914789 1.088415 -0.184848 -0.075 -0.091 0.070
H -2.401950 2.557377 -0.938389 0.094 0.059 -0.034
H 2.228664 2.257916 2.238936 -0.032 0.031 0.119
H 0.317027 -3.172623 1.624131 -0.073 0.013 0.000
```
Positions in Å, forces in eV/Å.



# 3
The following is a quantum chemistry calculation of 2 unconnected molecules or ions with the total composition C6H9N3 in a non-equilibrium geometry, from the OMol25 dataset.

Computed properties:
SMILES: c1nc[nH]n1.CC1=CC1
Spin multiplicity: 1
ΔE to the lowest compared entry with this formula, charge and spin, kcal/mol: 52.81
HOMO, eV: -9.098
Calculated total energy, eV: -10835.3367
Net charge: 0

The geometry in XYZ format:
```
18
Properties=species:S:1:pos:R:3:forces:R:3
N 0.200377 0.507180 -3.470800 0.261 -0.156 -0.545
N 0.585447 1.086097 -1.411609 0.175 -0.070 -0.400
N -0.744148 0.984914 -1.508586 -0.707 0.122 0.674
C -0.024312 -0.599681 1.768410 0.530 -0.754 -0.686
C 1.138120 0.791701 -2.604483 -0.036 0.080 0.228
C -0.651268 -1.938793 1.509680 -0.092 0.034 -0.080
C -0.173537 0.666501 2.488874 0.023 0.197 0.052
C -0.937914 0.635676 -2.756114 0.298 0.097 0.174
C 0.634753 -1.382365 0.967308 -0.685 0.471 0.818
H 2.189893 0.801928 -2.801043 0.291 0.014 0.033
H -0.944037 1.279265 2.015712 -0.031 0.001 0.034
H -0.622359 -2.703795 2.279165 0.014 -0.072 0.127
H 1.474122 -1.609369 0.358864 0.416 -0.027 -0.302
H -0.478530 0.478818 3.517542 -0.016 0.065 0.049
H 0.765476 1.220669 2.492268 -0.025 0.070 0.039
H -1.516305 -2.012100 0.857964 -0.106 0.024 -0.071
H -1.910180 0.471990 -3.172982 -0.254 -0.018 0.002
H 1.014401 1.321365 -0.530171 -0.056 -0.076 -0.145
```
Positions in Å, forces in eV/Å.



# 4
The following is a quantum chemistry calculation of 2 unconnected molecules or ions with the total composition C2H6N2O2S in a non-equilibrium geometry, from the OMol25 dataset.

Computed properties:
Spin multiplicity: 1
ΔE to the lowest compared entry with this formula, charge and spin, kcal/mol: 76.73
HOMO, eV: -9.463
Calculated total energy, eV: -20078.7589
Net charge: 0

The geometry in XYZ format:
```
13
Properties=species:S:1:pos:R:3:forces:R:3
S 0.397147 0.595146 1.215651 1.583 0.318 -0.253
O -0.041250 -1.007943 1.539402 -0.933 1.061 -3.336
O -0.755683 1.440691 1.378444 -0.990 0.105 0.260
N 0.681553 0.597214 -0.438856 0.772 1.477 2.404
N -2.803778 0.032729 -0.390384 -2.881 1.182 1.059
C 1.846271 -0.117221 -0.876345 0.332 1.807 -0.809
C -1.925182 -0.294212 -1.047568 0.870 -0.792 -1.032
H 2.235442 -0.481928 0.041363 1.758 -0.405 0.326
H 0.235046 -1.106385 2.406707 0.852 -0.633 2.910
H -3.668668 0.465559 -0.033550 1.317 -0.649 -0.236
H 2.495342 0.535891 -1.579919 -0.735 -1.233 1.548
H 1.443499 -0.930868 -1.384955 0.056 -1.741 -1.271
H -0.139738 0.271327 -0.829991 -2.000 -0.497 -1.569
```
Positions in Å, forces in eV/Å.



# 5
The following is a quantum chemistry calculation of 8 unconnected molecules or ions with the total composition C19H54O8 in a non-equilibrium geometry, from the OMol25 dataset.

Computed properties:
SMILES: CC(C)O.CC(C)O.CC(C)O.CCO.CCO.CCO.CCO.CCO
Spin multiplicity: 1
ΔE to the lowest compared entry with this formula, charge and spin, kcal/mol: 29.41
HOMO, eV: -9.508
Calculated total energy, eV: -36957.0375
Net charge: 0

The geometry in XYZ format:
```
81
Properties=species:S:1:pos:R:3:forces:R:3
O -0.471002 6.704284 -0.700189 0.037 -0.496 0.171
O -3.736307 1.300504 3.292493 0.016 -0.124 -0.311
O 6.459591 1.903224 3.129698 -0.074 0.018 -0.065
O 1.241258 1.040645 -4.182743 0.157 -0.103 -0.080
O 1.144851 0.028413 -1.365780 0.064 0.183 0.540
O -2.886898 -2.706997 -2.184386 -0.056 0.214 -0.255
O 1.769419 -2.431590 -2.557317 0.064 -0.121 -0.123
O 2.158319 -3.672013 3.836559 -0.091 0.025 -0.180
C 1.995643 -3.799479 -0.541730 -0.953 -0.974 0.287
C 0.174508 0.521599 -0.431976 -0.228 0.457 -0.146
C 2.644610 0.779424 -4.370977 0.054 0.146 -0.058
C -0.061493 -0.528528 0.625728 -0.067 -1.203 -0.710
C 4.125798 2.334362 2.734277 -0.086 -0.269 -0.585
C 0.600620 1.867745 0.145438 -0.089 -0.398 -0.603
C 0.604862 -5.344506 4.671033 -0.004 0.040 0.378
C -1.490832 4.593946 -1.375153 0.107 -0.721 0.228
C 3.315430 2.046019 -4.852590 0.354 0.291 -0.008
C -0.182231 -3.010855 4.141968 -0.392 0.147 -0.249
C -4.013487 -1.803205 -2.168706 0.521 -0.516 0.300
C 0.806852 -4.113221 3.798290 -0.517 -0.180 0.062
C 1.254996 -3.550352 -1.850750 0.428 0.090 -0.055
C -5.040802 2.036099 1.344312 0.063 0.457 0.197
C -3.465115 -0.486467 -1.673088 0.648 0.487 0.236
C -0.241885 5.277571 -0.859174 -0.194 1.424 -0.365
C -3.679229 1.734893 1.934856 0.090 0.335 0.164
C -4.662187 -1.720178 -3.531803 -0.600 0.061 0.147
C 5.169522 1.301555 3.094160 0.110 0.006 -0.010
H -0.138530 -2.646494 5.172246 0.244 -0.144 0.032
H -5.624082 1.163256 1.054581 0.077 -0.068 -0.076
H -0.711549 -0.234710 1.446204 0.135 0.348 0.037
H -4.078971 -1.111891 -4.220932 0.115 -0.110 -0.045
H -1.194787 -3.392482 3.986052 0.015 0.002 0.079
H -0.560604 -1.371476 0.127498 0.000 0.010 0.147
H -2.223981 4.517561 -0.570922 -0.152 0.220 -0.130
H 0.182137 -3.409596 -1.682235 -0.023 -0.128 0.096
H -3.050915 0.123776 -2.480980 -0.222 -0.050 -0.113
H 3.064419 0.438730 -3.422333 0.048 -0.024 -0.002
H 1.398594 -4.413595 -2.504165 -0.173 0.030 -0.037
H -4.893186 2.712556 0.499644 -0.203 -0.255 -0.224
H 0.721334 2.586743 -0.668992 0.091 0.035 0.078
H 0.969536 -5.143199 5.683321 0.047 -0.047 -0.052
H -0.080102 -2.157478 3.468050 0.179 -0.004 0.055
H 3.165137 1.815546 2.793841 -0.152 0.389 0.251
H 2.245056 -3.070582 4.581948 0.062 -0.011 0.056
H 0.876387 -0.955467 0.988935 0.056 0.371 0.231
H -1.284106 3.565041 -1.691480 0.100 0.087 0.011
H -4.160425 0.120912 -1.093107 -0.228 -0.082 -0.182
H 4.933066 0.852532 4.066745 0.010 0.087 0.013
H 7.112546 1.205213 3.226965 0.046 0.029 0.020
H 2.903987 2.909846 -4.328680 -0.072 -0.010 -0.044
H -5.603607 2.604954 2.087386 -0.092 -0.069 -0.021
H 0.760671 0.327870 -4.610827 -0.147 -0.042 0.150
H 4.169692 3.235724 3.341281 -0.126 -0.194 0.332
H 2.787690 -0.012609 -5.106557 -0.041 -0.122 0.110
H -4.331163 0.545741 3.332225 0.014 -0.062 0.066
H 0.581197 -4.408295 2.768725 0.352 0.109 -0.078
H -1.921385 5.105839 -2.233372 -0.001 0.156 0.034
H -0.750852 0.650157 -1.009920 -0.093 0.149 0.232
H -4.706872 -2.209071 -1.423108 -0.219 0.114 -0.143
H 1.936757 -2.924817 0.103634 0.506 0.058 -0.027
H -3.133581 2.679915 1.958142 0.146 -0.088 0.112
H 1.528190 -1.631828 -2.065440 0.001 0.052 0.008
H -0.191816 2.234770 0.797685 0.200 0.075 0.231
H -0.492180 7.105761 -1.573832 -0.031 -0.060 0.006
H 3.193708 2.185823 -5.926891 -0.221 0.070 0.037
H 4.392753 2.056594 -4.666230 -0.063 -0.230 0.076
H -5.655074 -1.270295 -3.436988 0.090 0.099 -0.051
H 2.985390 -4.228885 -0.684195 0.306 0.708 -0.106
H 1.232481 0.700021 -2.055206 -0.041 -0.155 -0.315
H 0.609063 5.178253 -1.537091 0.024 -0.405 0.053
H -3.097824 1.048965 1.309346 -0.067 -0.142 0.049
H -4.830542 -2.714971 -3.951257 0.101 0.007 -0.044
H 5.142269 0.492432 2.354266 0.016 0.040 0.008
H -0.451341 -5.604348 4.767772 -0.014 0.035 -0.149
H -3.075426 -3.405722 -2.817730 0.033 -0.056 0.045
H 0.032026 4.942028 0.135671 0.085 -0.208 -0.011
H 1.129389 -6.212997 4.275953 0.120 0.057 0.008
H 1.489539 -4.609715 0.012464 -0.169 0.256 -0.128
H -2.605896 -0.681544 -1.026850 -0.174 -0.159 0.141
H 4.212330 2.668404 1.696444 0.239 -0.117 0.024
H 1.558660 1.744188 0.649866 -0.091 0.174 0.243
```
Positions in Å, forces in eV/Å.



# 6
The following is a quantum chemistry calculation of 2 unconnected molecules or ions with the total composition C5H13O2 in a non-equilibrium geometry, from the OMol25 dataset.

Computed properties:
Spin multiplicity: 1
ΔE to the lowest compared entry with this formula, charge and spin, kcal/mol: 27.17
HOMO, eV: -2.427
Calculated total energy, eV: -9490.1496
Net charge: -1

The geometry in XYZ format:
```
20
Properties=species:S:1:pos:R:3:forces:R:3
O -0.725083 -0.198724 2.150768 0.517 -0.532 -0.661
O 0.708492 -2.988962 2.438680 0.423 -0.352 0.014
C -0.455806 1.074356 -0.900272 0.089 -0.534 -0.139
C 0.521131 0.369338 -1.854854 0.632 -0.185 0.278
C -0.916160 1.022586 1.610240 -1.435 1.085 1.991
C 0.088082 1.429011 0.504252 0.035 0.034 0.005
C 0.501676 -1.179052 -1.888462 -0.198 1.196 0.821
H -0.515688 -1.483695 -2.135340 0.134 -0.327 -0.266
H 0.733248 -1.584725 -0.900874 0.006 -0.049 -0.073
H -0.835697 1.974988 -1.398293 0.266 0.165 0.196
H -0.173501 -3.158859 2.773439 -0.143 0.267 -0.049
H 0.515196 2.443720 0.431234 -0.908 0.391 0.445
H 1.509722 0.712216 -1.517163 0.074 -0.194 -0.322
H 1.248644 -1.495178 -2.610510 -0.121 -0.412 -0.152
H -1.366517 0.491243 -0.760773 0.057 -0.402 0.032
H 0.431947 0.684711 -2.897913 -0.244 0.302 0.021
H 0.704948 -2.040357 2.245572 -0.515 0.413 -0.020
H -0.932821 1.799422 2.433430 0.726 0.249 -0.174
H 0.965112 0.942213 0.944203 0.145 -0.925 -1.025
H -2.006928 1.185741 1.332636 0.458 -0.189 -0.922
```
Positions in Å, forces in eV/Å.